DFT (ωB97M-V/def2-TZVPD) results for a molecular structure, C14H40GaN3O5PS.

```
65
Properties=species:S:1:pos:R:3:forces:R:3
C -0.560 -2.207 0.437 0.05 -0.03 -0.02
C 0.203 -3.527 0.366 0.03 -0.01 -0.06
C 1.650 -3.347 -0.130 -0.02 -0.06 -0.05
N 2.352 -2.226 0.475 0.02 0.00 -0.06
Ga 4.109 -1.848 -0.224 0.05 -0.05 0.31
C 4.631 -0.017 0.451 -0.09 0.17 -0.05
S 5.171 0.227 2.163 0.08 -0.02 -0.10
C 4.104 -0.881 3.111 -0.13 0.09 0.19
C 4.591 -2.325 3.296 0.05 0.00 -0.01
P 3.803 -1.465 -2.585 0.05 0.12 -0.20
O 4.839 -0.635 -3.258 -0.18 -0.06 0.03
O 2.286 -0.858 -2.838 0.14 0.03 0.10
O 3.485 -2.852 -3.411 0.06 -0.01 0.05
H -0.606 -1.735 -0.549 -0.02 -0.01 0.05
H -0.049 -1.506 1.101 -0.11 -0.07 0.01
H -1.577 -2.326 0.819 0.05 -0.04 -0.06
H 0.192 -4.030 1.340 0.04 0.14 -0.01
H -0.303 -4.193 -0.345 0.00 -0.05 0.14
H 2.216 -4.260 0.101 -0.06 0.04 -0.07
H 1.605 -3.284 -1.234 0.00 0.05 0.06
H 1.800 -1.389 0.301 0.02 -0.01 0.03
H 5.144 -3.036 -0.008 -0.04 -0.06 -0.07
H 5.460 0.365 -0.153 -0.08 -0.08 -0.04
H 3.777 0.654 0.275 0.13 -0.02 -0.02
H 3.115 -0.881 2.648 0.08 0.03 -0.01
H 4.013 -0.371 4.076 -0.06 -0.15 -0.05
H 3.821 -3.026 2.968 0.03 0.00 0.04
H 5.486 -2.525 2.704 -0.05 0.05 -0.02
H 4.837 -2.525 4.344 -0.03 -0.02 -0.08
H 2.204 -0.035 -2.343 -0.07 0.00 -0.04
H 3.883 -3.588 -2.936 0.04 -0.06 -0.02
C -4.356 0.607 0.710 0.00 0.00 0.00
C -4.184 0.305 2.197 0.02 -0.07 -0.07
C -4.622 1.446 3.121 0.00 0.03 0.01
O -3.741 2.551 3.164 0.05 -0.01 -0.02
C -3.883 3.493 2.122 -0.03 0.02 0.01
N -2.813 -0.139 2.424 -0.02 0.12 0.09
H -3.559 1.262 0.350 -0.02 0.01 0.01
H -4.296 -0.317 0.136 0.03 0.00 0.00
H -5.313 1.089 0.502 0.00 0.00 0.00
H -4.841 -0.538 2.440 -0.03 0.02 0.01
H -4.652 1.065 4.145 0.00 0.01 0.00
H -5.634 1.785 2.855 0.00 -0.02 0.00
H -4.936 3.619 1.846 0.00 0.01 0.00
H -3.319 3.218 1.227 0.00 -0.01 0.00
H -3.499 4.443 2.492 0.00 0.00 -0.01
H -2.699 -0.504 3.364 -0.03 -0.04 -0.02
H -2.194 0.664 2.367 0.03 -0.03 -0.03
C -0.558 0.768 -3.567 -0.05 -0.02 0.02
C -1.414 1.122 -2.355 0.03 -0.12 -0.02
C -2.092 2.493 -2.433 -0.01 0.01 0.01
O -1.236 3.602 -2.233 0.03 0.01 0.02
C -0.499 4.014 -3.366 -0.02 0.01 -0.01
N -0.616 0.934 -1.148 0.04 0.19 0.05
H 0.405 1.280 -3.536 -0.01 0.02 -0.03
H -0.339 -0.299 -3.570 0.04 0.02 0.01
H -1.057 1.031 -4.503 0.00 0.01 0.00
H -2.236 0.397 -2.305 -0.01 0.01 -0.03
H -2.832 2.557 -1.630 0.01 0.01 -0.01
H -2.623 2.600 -3.390 0.00 -0.02 0.01
H -1.098 3.919 -4.279 0.00 0.02 -0.01
H 0.422 3.442 -3.497 -0.01 0.00 0.00
H -0.242 5.062 -3.220 0.01 0.00 0.00
H -1.193 0.996 -0.316 0.01 -0.10 0.00
H 0.067 1.682 -1.077 -0.02 0.01 -0.01
```
Positions in Å, forces in eV/Å.

E_HOMO = -4.53 eV
calculated total energy = -3762.31253 a.u.
LUMO = 0.0841 Eh
total charge = -1
gap between HOMO and LUMO = 6.81 eV
max |F| = 0.3 eV/A

=====

DFT (ωB97M-V/def2-TZVPD) results for 3 unconnected molecules or ions with the total composition C6H18N2O2 at a distorted geometry.

```
28
Properties=species:S:1:pos:R:3:forces:R:3
C 0.850 -0.291 -1.763 -0.08 0.31 -0.07
C 1.077 0.890 2.467 0.41 0.07 -0.45
C 0.812 0.236 -3.192 0.14 -0.08 0.37
N -0.314 -1.095 -1.488 0.05 -0.07 0.27
O 0.033 0.404 1.674 -1.90 1.09 -1.52
H 0.814 0.548 -1.051 0.17 -0.15 -0.03
H -0.275 -1.942 -2.046 -0.11 -0.06 0.23
H -0.389 -1.305 -0.490 0.19 -0.07 -0.46
H 1.547 0.043 2.984 -0.36 0.03 0.17
H 1.905 1.279 1.850 -0.21 0.40 0.15
H 0.756 1.636 3.208 0.15 -0.07 -0.14
H 0.977 -0.590 -3.883 -0.01 -0.01 -0.08
H 1.607 0.968 -3.319 0.02 -0.02 -0.13
H -0.149 0.699 -3.401 -0.02 0.01 0.02
C -2.596 0.101 0.903 1.47 0.80 0.22
C 2.445 -1.330 -0.316 0.02 0.32 -0.10
C -2.164 1.288 0.357 -1.66 -0.43 -0.44
N -3.096 -0.031 2.151 -0.24 -0.09 -0.08
O 2.098 -0.978 -1.638 -0.21 0.02 -0.15
H -2.281 -0.827 0.438 -0.47 0.01 -0.17
H -3.168 0.806 2.711 0.02 -0.16 -0.01
H -2.883 -0.880 2.650 -0.12 0.14 -0.02
H 1.755 -2.069 0.109 0.05 0.11 0.05
H 3.449 -1.750 -0.352 -0.05 -0.07 0.00
H 2.467 -0.426 0.306 -0.09 -0.21 0.15
H -2.026 1.319 -0.714 0.39 -0.16 -0.07
H -0.698 1.084 1.077 2.29 -1.81 1.97
H -2.551 2.213 0.768 0.15 0.14 0.30
```
Positions in Å, forces in eV/Å.

energy relative to the best compared isomer or geometry (same formula, charge and spin) = 2.207 eV
E_HOMO = -8.62 eV
calculated total energy = -499.31112 a.u.
LUMO = 0.0304 Eh
gap between HOMO and LUMO = 9.45 eV
structure (SMILES) = CO[C@@H](C)N.C=CN.CO
max |F| = 3.5 eV/A